# 1
# C38H84Br2N6NbO9

A structure of composition C38H84Br2N6NbO9 in a non-equilibrium geometry (ωB97M-V/def2-TZVPD, the OMol25 dataset).

Computed properties:
2S+1: 1
HOMO energy: -0.1657 Eh
Energy: -7708.1554 a.u.
Largest force on an atom: 5.59 eV/Å
Kohn-Sham gap: 6.14 eV
Total charge: -1
E_LUMO: 1.628 eV

Geometry (Å):
C  -0.551  1.990  4.252
O  0.615  1.822  3.370
C  0.798  0.434  2.936
Nb  1.695  0.198  0.826
C  1.773  2.473  0.480
N  0.710  3.035  -0.397
C  2.700  -0.025  -1.210
C  1.905  0.601  -2.484
N  2.432  1.958  -2.966
C  -0.423  -0.026  0.053
Br  -1.850  1.231  0.804
C  -0.954  -1.008  -0.926
C  -2.548  -1.069  -1.433
Br  0.236  -2.407  -1.696
C  1.915  -2.038  1.338
C  3.240  -2.853  0.812
C  3.433  -4.476  1.105
C  2.267  -5.316  1.943
C  0.964  -4.494  2.508
C  0.797  -2.885  2.206
H  -1.273  2.811  3.806
H  -0.152  2.418  5.288
H  -1.164  1.014  4.457
H  1.513  -0.085  3.740
H  -0.187  -0.201  2.933
H  3.388  0.384  1.540
H  2.816  2.658  -0.071
H  1.851  3.104  1.478
H  0.306  2.387  -1.098
H  -0.026  3.487  0.203
H  3.761  0.511  -1.158
H  2.904  -1.169  -1.448
H  0.742  0.680  -2.379
H  2.093  -0.138  -3.403
H  3.097  2.374  -2.278
H  1.646  2.600  -3.211
H  -3.198  -1.815  -0.794
H  -2.499  -1.551  -2.524
H  -3.024  -0.011  -1.578
H  4.074  -2.277  0.209
H  4.384  -5.062  0.691
H  2.392  -6.485  2.123
H  0.135  -5.067  3.119
H  -0.162  -2.361  2.638
C  1.332  3.233  12.852
O  1.348  4.012  11.664
C  2.544  3.838  10.893
C  2.241  3.095  9.581
N  1.903  1.691  9.835
C  1.351  0.999  8.663
C  0.005  1.509  8.111
O  -1.102  1.290  8.993
C  -1.277  2.297  9.978
H  0.473  3.548  13.453
H  1.213  2.173  12.619
H  2.242  3.389  13.439
H  3.337  3.342  11.465
H  2.901  4.845  10.644
H  3.123  3.143  8.932
H  1.414  3.617  9.090
H  1.220  1.640  10.583
H  1.219  -0.049  8.954
H  2.096  1.009  7.858
H  -0.217  0.925  7.210
H  0.044  2.554  7.786
H  -0.964  3.284  9.628
H  -0.742  2.023  10.889
H  -2.341  2.343  10.229
C  9.111  -8.963  -1.810
O  7.808  -9.252  -2.295
C  7.357  -10.568  -1.947
C  6.213  -10.497  -0.921
N  6.702  -10.048  0.386
C  5.628  -9.708  1.329
C  4.713  -8.524  0.959
O  5.376  -7.256  0.968
C  6.051  -6.936  -0.239
H  9.437  -8.018  -2.255
H  9.105  -8.842  -0.725
H  9.822  -9.744  -2.096
H  8.176  -11.206  -1.594
H  6.966  -11.015  -2.868
H  5.764  -11.491  -0.818
H  5.458  -9.810  -1.316
H  7.287  -9.228  0.263
H  6.115  -9.471  2.282
H  5.012  -10.598  1.505
H  3.941  -8.458  1.734
H  4.176  -8.678  0.017
H  5.560  -7.359  -1.118
H  7.090  -7.266  -0.182
H  6.063  -5.847  -0.342
C  -2.681  1.413  -4.630
O  -3.891  0.687  -4.801
C  -4.902  1.435  -5.490
C  -5.156  0.846  -6.888
N  -4.016  1.089  -7.779
C  -4.082  0.330  -9.034
C  -4.027  -1.207  -8.935
O  -2.768  -1.713  -8.479
C  -2.625  -1.750  -7.066
H  -2.034  0.839  -3.960
H  -2.162  1.532  -5.582
H  -2.868  2.391  -4.177
H  -4.664  2.504  -5.540
H  -5.820  1.330  -4.900
H  -6.053  1.309  -7.313
H  -5.338  -0.226  -6.765
H  -3.157  0.837  -7.301
H  -3.230  0.658  -9.640
H  -4.986  0.623  -9.582
H  -4.152  -1.602  -9.950
H  -4.851  -1.627  -8.348
H  -3.573  -1.928  -6.554
H  -2.166  -0.824  -6.715
H  -1.940  -2.566  -6.817
C  -6.960  8.966  -5.309
O  -5.928  9.126  -4.346
C  -6.387  8.961  -2.998
C  -5.816  7.671  -2.384
N  -6.417  6.482  -2.998
C  -5.731  5.232  -2.648
C  -4.270  5.072  -3.116
O  -4.126  4.971  -4.536
C  -4.065  6.218  -5.212
H  -6.565  9.268  -6.284
H  -7.269  7.921  -5.379
H  -7.822  9.597  -5.074
H  -7.481  8.992  -2.926
H  -5.996  9.814  -2.432
H  -6.023  7.666  -1.308
H  -4.732  7.687  -2.534
H  -6.399  6.581  -4.008
H  -6.316  4.421  -3.095
H  -5.778  5.090  -1.561
H  -3.905  4.120  -2.714
H  -3.605  5.842  -2.709
H  -3.598  7.000  -4.607
H  -5.066  6.520  -5.526
H  -3.468  6.083  -6.119

These are the Mulliken partial charges, in e, on atoms 1 to 4:
1 C -0.213
2 O -0.295
3 C -0.390
4 Nb -0.961

=====

# 2
# C38H86N10O12

A cluster of 12 separate species, C38H86N10O12 in total in a non-equilibrium geometry (ωB97M-V/def2-TZVPD, the OMol25 dataset).

Computed properties:
2S+1: 1
HOMO energy: -0.3379 Eh
ΔE to the lowest compared entry with this formula, charge and spin: 90.2 kcal per mole
Energy: -2949.7854 a.u.
Largest force on an atom: 3.74 eV/Å
SMILES string: CN(C)C=O.CN(C)C=O.CN(C)C=O.CN(C)C=O.CN(C)C=O.CN(C)C=O.CN(C)C=O.CN(C)C=O.CN(C)C=O.CN(C)C=O.C1CCOC1.C1CCOC1
Kohn-Sham gap: 9.32 eV
Total charge: 0
E_LUMO: 0.125 eV

Geometry (Å):
C  -0.072  0.848  4.623
N  -0.111  2.198  4.157
C  1.170  2.797  3.893
C  -1.263  2.804  3.999
O  -1.326  4.039  3.790
H  0.609  0.229  4.038
H  -1.064  0.399  4.673
H  0.268  0.955  5.653
H  1.875  2.866  4.722
H  1.667  2.062  3.260
H  1.085  3.795  3.463
H  -2.071  2.082  4.192
C  -6.601  1.544  2.010
N  -5.585  0.604  2.484
C  -6.095  -0.544  3.250
C  -4.277  0.916  2.321
O  -3.338  0.148  2.557
H  -7.144  1.158  1.147
H  -6.214  2.510  1.686
H  -7.298  1.667  2.839
H  -6.488  -1.204  2.477
H  -5.281  -1.021  3.798
H  -6.799  -0.212  4.013
H  -4.200  1.881  1.796
C  -3.411  7.160  0.156
N  -3.310  5.663  0.078
C  -2.022  5.087  0.256
C  -4.440  4.965  -0.023
O  -4.525  3.760  -0.062
H  -4.372  7.615  -0.085
H  -2.631  7.520  -0.515
H  -3.096  7.459  1.155
H  -1.453  5.254  -0.658
H  -1.466  5.509  1.093
H  -1.967  4.000  0.315
H  -5.294  5.660  -0.028
C  0.245  -4.840  -0.806
N  0.419  -4.888  -2.259
C  0.328  -3.613  -2.944
C  0.711  -6.026  -2.863
O  1.117  -6.188  -4.007
H  0.991  -4.176  -0.369
H  0.283  -5.793  -0.278
H  -0.746  -4.427  -0.620
H  -0.676  -3.200  -2.840
H  1.033  -2.962  -2.428
H  0.557  -3.566  -4.008
H  0.555  -6.918  -2.238
C  4.417  -5.627  -2.669
N  4.374  -4.990  -1.330
C  3.969  -3.601  -1.298
C  4.707  -5.617  -0.207
O  4.868  -6.857  -0.064
H  5.217  -5.056  -3.141
H  3.537  -5.576  -3.309
H  4.784  -6.645  -2.804
H  3.834  -3.183  -0.301
H  4.729  -3.062  -1.864
H  3.115  -3.426  -1.953
H  4.794  -4.866  0.593
C  -3.724  -3.592  2.076
N  -2.972  -3.978  3.266
C  -1.796  -3.285  3.599
C  -3.208  -5.158  3.874
O  -2.535  -5.540  4.816
H  -4.383  -4.381  1.715
H  -3.153  -3.054  1.320
H  -4.455  -2.915  2.518
H  -0.853  -3.645  3.188
H  -1.902  -2.244  3.293
H  -1.605  -3.193  4.668
H  -4.084  -5.689  3.470
C  -5.536  1.106  -1.462
N  -4.095  0.794  -1.754
C  -3.735  -0.574  -1.440
C  -3.287  1.767  -2.156
O  -2.105  1.587  -2.574
H  -6.161  0.442  -2.058
H  -5.893  2.075  -1.812
H  -5.774  0.887  -0.422
H  -3.620  -0.878  -0.399
H  -4.489  -1.255  -1.834
H  -2.818  -0.882  -1.942
H  -3.738  2.767  -2.251
C  0.652  0.553  -4.834
N  -0.297  0.316  -5.909
C  0.304  -0.262  -7.155
C  -1.630  0.517  -5.768
O  -2.504  0.238  -6.648
H  0.248  1.141  -4.010
H  1.457  1.231  -5.118
H  1.291  -0.232  -4.428
H  0.839  -1.172  -6.883
H  -0.494  -0.680  -7.770
H  0.901  0.392  -7.791
H  -1.856  0.781  -4.724
C  5.075  -0.033  -2.334
N  4.847  1.359  -2.122
C  3.866  1.985  -2.966
C  5.621  2.118  -1.314
O  5.612  3.327  -1.214
H  5.727  -0.551  -1.631
H  5.516  -0.178  -3.320
H  4.137  -0.588  -2.361
H  4.136  1.630  -3.960
H  2.903  1.587  -2.647
H  3.728  3.064  -3.025
H  6.366  1.516  -0.770
C  2.518  4.730  -0.324
N  2.769  4.730  1.108
C  3.768  3.717  1.631
C  2.237  5.647  1.939
O  2.511  5.739  3.110
H  3.438  4.963  -0.861
H  1.679  5.342  -0.656
H  2.165  3.773  -0.709
H  3.496  2.741  1.230
H  4.647  4.159  1.161
H  3.901  3.689  2.712
H  1.512  6.346  1.495
C  2.336  -1.790  1.823
C  3.661  -1.270  2.347
C  3.778  -1.659  3.812
O  2.639  -2.537  3.971
C  2.177  -3.009  2.649
H  2.388  -2.047  0.765
H  1.553  -1.067  2.051
H  3.844  -0.212  2.162
H  4.473  -1.729  1.782
H  3.686  -0.767  4.431
H  4.728  -2.161  3.994
H  1.185  -3.460  2.637
H  2.805  -3.811  2.263
C  0.127  1.144  0.174
C  1.366  0.629  -0.440
C  0.888  -0.561  -1.294
O  -0.265  -1.066  -0.557
C  -0.790  -0.075  0.382
H  -0.427  1.881  -0.408
H  0.366  1.631  1.119
H  2.153  0.273  0.225
H  1.823  1.429  -1.022
H  1.721  -1.233  -1.501
H  0.632  -0.207  -2.293
H  -0.829  -0.459  1.401
H  -1.804  0.266  0.175

These are the Mulliken partial charges, in e, on atoms 1 to 4:
1 C -0.786
2 N 0.323
3 C -0.677
4 C 0.243

=====

# 3
# C38H86N6O13P

A cluster of 5 separate species, C38H86N6O13P in total in a non-equilibrium geometry (ωB97M-V/def2-TZVPD, the OMol25 dataset).

Computed properties:
2S+1: 1
HOMO energy: -0.3665 Eh
Energy: -3146.8719 a.u.
Largest force on an atom: 5.08 eV/Å
Kohn-Sham gap: 7.09 eV
Total charge: +1
E_LUMO: -2.879 eV

Geometry (Å):
C  -4.091  -10.174  1.701
C  -4.495  -11.713  1.609
C  -5.246  -12.140  0.268
C  -6.189  -11.027  -0.379
C  -5.693  -10.648  -1.869
C  -5.266  -9.096  -2.001
C  -3.974  -9.048  -2.925
C  -3.422  -7.559  -3.197
C  -1.951  -7.716  -3.788
C  -0.855  -6.765  -3.135
C  -0.932  -6.667  -1.567
N  -0.610  -5.631  -0.661
C  -0.941  -6.114  0.673
N  -0.842  -5.493  1.851
C  -0.308  -4.069  1.804
C  0.217  -3.728  3.276
N  1.393  -4.200  3.599
P  -1.313  -6.125  3.441
N  -3.019  -5.629  3.607
O  -1.295  -7.834  3.498
N  -1.440  -7.420  0.474
N  -1.435  -7.779  -0.838
H  -3.769  -9.715  0.717
H  -3.282  -10.004  2.477
H  -5.016  -9.614  2.083
H  -3.510  -12.302  1.625
H  -5.048  -12.063  2.547
H  -5.909  -13.033  0.542
H  -4.482  -12.549  -0.469
H  -7.211  -11.523  -0.533
H  -6.383  -10.122  0.268
H  -6.491  -10.861  -2.644
H  -4.758  -11.251  -2.143
H  -5.162  -8.571  -1.004
H  -6.102  -8.561  -2.574
H  -3.163  -9.673  -2.420
H  -4.195  -9.533  -3.930
H  -3.494  -6.977  -2.229
H  -4.141  -7.048  -3.925
H  -1.571  -8.787  -3.740
H  -2.000  -7.461  -4.900
H  -0.969  -5.720  -3.551
H  0.169  -7.162  -3.459
H  0.577  -3.964  1.112
H  -1.200  -3.422  1.520
H  -0.424  -3.112  3.975
H  1.577  -3.904  4.577
H  -3.481  -5.565  2.692
H  -3.517  -6.242  4.261
H  -2.232  -8.103  3.333
H  -1.819  -8.144  1.086
H  -1.744  -8.687  -1.197
C  -5.367  1.503  1.046
O  -3.966  1.549  0.842
C  -3.395  2.838  1.026
C  -2.138  2.781  1.889
O  -2.336  2.438  3.262
C  -2.790  1.118  3.547
C  -1.816  -0.006  3.198
O  -1.676  -0.157  1.791
C  -0.334  -0.277  1.353
H  -5.888  1.762  0.121
H  -5.633  0.481  1.325
H  -5.684  2.165  1.858
H  -4.113  3.534  1.475
H  -3.124  3.216  0.034
H  -1.709  3.788  1.904
H  -1.373  2.145  1.443
H  -3.773  0.945  3.110
H  -2.940  1.093  4.631
H  -2.213  -0.950  3.588
H  -0.851  0.190  3.679
H  0.338  0.382  1.913
H  -0.296  0.017  0.304
H  -0.002  -1.317  1.451
C  0.275  3.965  4.018
O  1.345  4.486  3.250
C  0.938  5.362  2.207
C  1.779  6.634  2.181
O  1.607  7.521  3.284
C  2.039  7.073  4.567
C  3.543  6.860  4.725
O  3.994  5.738  3.978
C  5.168  5.981  3.223
H  -0.119  3.066  3.543
H  0.664  3.702  5.004
H  -0.524  4.700  4.159
H  -0.122  5.626  2.296
H  1.080  4.826  1.261
H  1.471  7.205  1.301
H  2.836  6.414  2.031
H  1.476  6.193  4.877
H  1.750  7.868  5.261
H  3.761  6.656  5.779
H  4.070  7.774  4.433
H  5.168  6.983  2.781
H  5.200  5.254  2.411
H  6.052  5.854  3.858
C  3.427  2.916  0.711
O  3.816  2.106  -0.383
C  3.045  0.926  -0.536
C  2.607  0.721  -1.983
O  1.660  1.662  -2.489
C  2.083  3.017  -2.642
C  3.166  3.264  -3.689
O  4.419  2.729  -3.282
C  5.085  1.990  -4.290
H  3.932  2.581  1.621
H  3.732  3.943  0.496
H  2.342  2.914  0.856
H  2.160  0.937  0.113
H  3.679  0.084  -0.236
H  2.103  -0.250  -2.036
H  3.462  0.642  -2.654
H  2.355  3.446  -1.678
H  1.190  3.561  -2.966
H  3.300  4.345  -3.809
H  2.844  2.846  -4.648
H  4.388  1.389  -4.884
H  5.782  1.310  -3.800
H  5.642  2.669  -4.945
C  2.551  8.665  -0.701
O  3.601  8.839  -1.632
C  4.207  7.625  -2.055
C  4.377  7.572  -3.570
O  3.173  7.483  -4.332
C  2.290  8.604  -4.311
C  2.825  9.884  -4.950
O  3.867  10.459  -4.176
C  4.997  10.855  -4.933
H  2.956  8.621  0.313
H  1.885  9.527  -0.778
H  1.961  7.767  -0.914
H  3.631  6.753  -1.724
H  5.198  7.579  -1.588
H  4.931  6.656  -3.803
H  4.998  8.390  -3.934
H  1.923  8.785  -3.301
H  1.417  8.292  -4.892
H  2.013  10.618  -4.998
H  3.155  9.666  -5.971
H  5.224  10.141  -5.732
H  5.854  10.891  -4.261
H  4.829  11.850  -5.360

These are the Mulliken partial charges, in e, on atoms 1 to 4:
1 C -0.169
2 C -0.697
3 C -0.697
4 C -0.596